No. 1
Below is C5H10O in the gas phase, with properties calculated with ωB97M-V/def2-TZVPD.

Last column: Löwdin charge in e.
Element x y z (Å)
1 H -1.79 -1.12 -0.35  0.136
2 C 0.20 -2.11 -0.46  -0.123
3 C 0.30 2.39 0.76  -0.126
4 H -0.40 -1.24 -2.43  0.100
5 H 0.93 -0.33 -1.59  0.105
6 H 0.71 -0.03 1.07  0.122
7 C -0.33 0.13 0.74  -0.222
8 H -0.96 0.09 1.65  0.130
9 O -0.44 1.40 0.12  -0.186
10 C 0.11 -1.03 -1.50  -0.120
11 H 0.26 3.28 0.13  0.088
12 H 1.10 -2.16 0.14  0.098
13 H -0.09 2.64 1.76  0.088
14 C -0.72 -0.93 -0.25  -0.275
15 H -0.24 -3.07 -0.68  0.096
16 H 1.36 2.09 0.88  0.087

Values from the calculation:
Max |F|, eV Å⁻¹: 0.33
Spin multiplicity: 1
Highest occupied orbital energy, eV: -9.8
Electronic energy, Eh: -271.6943
Total charge: 0
Frontier orbital gap, eV: 10.96
Energy relative to the best compared isomer or geometry (same formula, charge and spin), kJ/mol: 153.01

***

No. 2
Below is a molecular structure, C11H13N4O3PtS in a non-equilibrium geometry, with properties calculated with ωB97M-V/def2-TZVPD.

Last column: Löwdin charge in e.
Element x y z (Å)
1 H 2.76 3.64 -0.38  0.126
2 S -3.22 -2.08 0.91  0.450
3 C 0.13 4.12 0.42  -0.575
4 C -0.74 -4.67 -0.80  -0.121
5 H 0.51 -4.28 0.90  0.103
6 N -1.19 -0.26 1.52  -0.120
7 C -1.37 3.75 0.50  -0.125
8 O 2.14 0.78 0.81  -0.253
9 Pt 0.16 1.33 0.89  1.101
10 C 0.10 -3.89 -0.03  -0.060
11 H -0.99 -5.67 -0.47  0.094
12 C 2.38 3.18 0.53  -0.130
13 H -2.10 2.07 1.54  0.083
14 H 1.55 -2.17 1.23  0.092
15 H -1.82 4.30 1.33  0.117
16 N -1.62 2.29 0.68  -0.129
17 C 2.99 1.78 0.70  -0.635
18 O 4.20 1.63 0.69  0.026
19 C -2.03 -1.02 1.24  -1.000
20 N 0.94 3.07 0.53  -0.173
21 O 0.46 5.30 0.28  -0.001
22 H -1.93 -4.78 -2.59  0.087
23 C -1.26 -4.18 -1.99  -0.132
24 H -1.34 -2.48 -3.31  0.094
25 H -1.84 4.10 -0.42  0.117
26 H 1.89 -1.17 -0.06  0.069
27 C -0.93 -2.89 -2.39  -0.113
28 C 0.43 -2.58 -0.41  -0.345
29 C -0.11 -2.10 -1.61  -0.055
30 H 2.73 3.80 1.36  0.127
31 H -2.15 1.88 -0.08  0.097
32 N 1.20 -1.76 0.38  0.084
33 H 0.11 -1.08 -1.90  0.103

Values from the calculation:
Max |F|, eV Å⁻¹: 1.02
Spin multiplicity: 1
Highest occupied orbital energy, eV: -4.9
Electronic energy, Eh: -1389.3748
Total charge: -1
Frontier orbital gap, eV: 7.45
Energy relative to the best compared isomer or geometry (same formula, charge and spin), kJ/mol: 73.35

***

No. 3
Below is 3 unconnected molecules or ions with the total composition C34H58N6O4S in a non-equilibrium geometry, with properties calculated with ωB97M-V/def2-TZVPD.

Last column: Löwdin charge in e.
Element x y z (Å)
1 C 7.04 -5.49 1.99  -0.101
2 H 7.83 -5.57 1.24  0.076
3 C 0.95 2.37 -0.93  -0.236
4 H 7.14 -2.06 2.74  0.108
5 H -5.07 2.93 -2.24  0.109
6 H 5.26 -2.71 4.23  0.074
7 H 5.93 -1.57 -0.76  0.127
8 H -6.39 1.70 -1.90  0.117
9 H -8.05 4.10 -0.51  0.112
10 C -5.96 2.10 -4.15  -0.212
11 C -3.68 -1.99 -0.31  -0.172
12 C 9.80 -6.97 2.80  -0.073
13 H -8.17 3.36 -2.90  0.120
14 H -4.30 -0.90 -4.90  0.119
15 O 4.30 -0.33 -1.56  -0.070
16 N -5.92 -2.04 -1.74  0.114
17 H 9.12 -7.80 3.00  0.078
18 H -4.16 1.44 -5.37  0.110
19 H 9.63 -6.62 1.78  0.065
20 O 7.20 -0.03 3.20  -0.186
21 O 7.51 -4.74 3.11  -0.218
22 H 7.55 -6.41 4.34  0.119
23 C -7.56 7.10 -0.31  -0.219
24 C 5.65 -0.80 -1.54  -0.087
25 C 6.63 -1.12 2.49  -0.198
26 C 2.40 2.50 -1.62  -0.444
27 C 7.42 -0.28 4.58  -0.102
28 N 6.42 -0.18 -2.58  -0.012
29 H 9.85 -4.24 2.63  0.069
30 H 0.51 3.44 -0.90  0.114
31 N 10.37 -4.67 3.40  0.039
32 C -3.90 -0.76 -2.68  -0.074
33 H -8.50 -2.82 0.25  0.128
34 S 2.70 1.32 -3.03  0.897
35 H 4.76 -1.94 1.85  0.128
36 H 6.53 -0.02 5.16  0.074
37 H -1.16 1.79 -1.37  0.116
38 H -7.84 6.55 0.66  0.104
39 H 4.65 0.38 1.49  0.058
40 H 0.51 -0.61 -2.27  0.102
41 C -4.58 1.29 -4.30  -0.218
42 C 4.66 -1.84 3.97  -0.066
43 C -4.72 -0.30 -4.00  -0.155
44 C -6.37 -2.77 -0.61  -0.184
45 H -4.69 8.33 1.29  0.070
46 C -0.02 -0.13 -1.37  -0.167
47 C -0.11 1.46 -1.73  -0.245
48 H -8.90 6.03 -1.88  0.112
49 H -4.70 6.46 1.27  0.070
50 C 9.62 -5.85 3.83  -0.430
51 H 8.11 -4.90 5.02  0.120
52 H -5.82 -0.61 -3.85  0.098
53 H 3.21 2.27 -0.83  0.089
54 H -3.82 1.81 -3.60  0.095
55 N 4.43 0.04 2.43  0.042
56 H -5.85 3.09 -4.74  0.109
57 H 3.62 -2.16 3.91  0.078
58 C -1.53 -0.67 -1.37  -0.164
59 H 6.22 -4.94 1.54  0.083
60 C -2.18 -1.50 -0.25  0.033
61 H 4.72 -1.11 4.78  0.066
62 H 10.33 -3.97 4.13  0.070
63 C -5.53 -3.11 0.66  -0.047
64 C -6.10 2.57 -2.59  -0.212
65 H 10.06 -6.21 4.77  0.135
66 H 7.70 -1.32 4.77  0.088
67 H -6.19 7.37 1.89  0.064
68 H -0.11 1.62 -2.87  0.097
69 C -7.26 4.57 -1.18  -0.203
70 C -4.56 -1.64 -1.53  -0.117
71 H -6.82 4.56 -3.38  0.107
72 C -7.81 6.07 -1.53  -0.242
73 H -6.27 4.65 -0.61  0.107
74 H -5.84 8.53 -0.85  0.103
75 H 4.89 0.72 3.04  0.073
76 H -7.99 -4.43 -0.64  0.127
77 H -5.46 6.73 -1.04  0.094
78 H 6.69 -6.48 2.29  0.093
79 C -5.99 7.50 -0.36  -0.250
80 H -7.21 6.47 -2.43  0.102
81 N 5.62 0.67 -3.32  0.025
82 H 8.23 0.37 4.92  0.088
83 H -1.55 -1.77 0.68  0.106
84 C -2.42 -0.29 -2.61  0.016
85 H 1.10 2.07 0.16  0.116
86 C -7.15 3.79 -2.58  -0.228
87 O -9.37 -3.42 -2.71  -0.029
88 C 5.10 -1.25 2.63  -0.430
89 H 10.82 -7.35 2.84  0.078
90 H -8.24 8.03 -0.48  0.110
91 H -6.04 -3.70 1.50  0.117
92 H -1.99 0.35 -3.45  0.103
93 C -8.62 -2.71 -1.97  -0.212
94 H 0.56 -0.34 -0.41  0.118
95 H -6.89 1.56 -4.53  0.113
96 N -4.17 -2.74 0.82  0.065
97 C 8.14 -5.51 4.12  -0.200
98 H 2.60 3.56 -1.99  0.081
99 C -7.91 -3.29 -0.63  -0.095
100 H 6.86 -0.93 1.43  0.105
101 C 4.34 0.56 -2.68  -0.537
102 C -5.34 7.39 1.12  -0.133
103 H -8.47 -1.62 -2.31  0.126

Values from the calculation:
Max |F|, eV Å⁻¹: 6.40
Spin multiplicity: 1
Highest occupied orbital energy, eV: -8.4
Electronic energy, Eh: -2357.5494
Total charge: 0
Frontier orbital gap, eV: 7.52

***

No. 4
Below is C4H4O2 in the gas phase, with properties calculated with ωB97M-V/def2-TZVPD.

Last column: Löwdin charge in e.
Element x y z (Å)
1 H 0.01 -0.77 -1.76  0.131
2 H 0.83 0.73 0.99  0.158
3 C -0.67 -0.59 0.33  -0.367
4 C 1.05 0.61 -0.51  0.003
5 C 0.40 -0.77 -0.74  -0.084
6 H 1.03 -1.65 -0.57  0.122
7 O -1.41 -1.37 0.89  0.118
8 O -0.09 1.43 -0.63  -0.100
9 H -0.82 1.54 1.35  0.163
10 C -0.34 0.86 0.65  -0.145

Values from the calculation:
Max |F|, eV Å⁻¹: 0.85
Spin multiplicity: 1
Highest occupied orbital energy, eV: -9.4
Electronic energy, Eh: -305.1180
Total charge: 0
Frontier orbital gap, eV: 9.59
Energy relative to the best compared isomer or geometry (same formula, charge and spin), kJ/mol: 424.04

***

No. 5
Below is a molecular structure, C7H23BrCuN7O4 in a non-equilibrium geometry, with properties calculated with ωB97M-V/def2-TZVPD.

Last column: Löwdin spin population.
Element x y z (Å)
1 N 4.41 -0.58 0.36  0.000
2 O -0.06 1.37 -0.46  0.018
3 O -0.04 0.04 2.23  0.006
4 H 0.81 -0.81 4.41  0.000
5 H 5.26 -0.79 0.85  0.000
6 C -1.83 -1.54 -3.74  0.002
7 H -2.73 -2.23 -1.25  0.000
8 H 2.98 0.50 2.95  0.000
9 N 3.69 0.06 2.38  0.001
10 H -1.09 -1.70 -4.52  0.000
11 O -1.97 -0.61 -0.14  0.010
12 H 4.36 -0.68 -0.63  0.000
13 H -2.56 -0.87 -4.21  0.000
14 O 2.23 -0.01 0.63  0.004
15 N -0.30 3.40 -1.52  0.001
16 C -0.17 0.64 3.31  0.001
17 H -2.31 -2.50 -3.54  0.000
18 H -3.35 -0.63 -1.56  0.000
19 H -3.83 -0.45 0.77  0.000
20 H 0.88 2.31 -3.32  0.000
21 N -0.07 -1.43 -2.09  0.030
22 C -2.81 -0.83 0.95  0.000
23 H 0.22 3.98 -2.15  0.000
24 H 1.71 1.17 -2.26  0.000
25 H -1.22 2.09 2.65  0.000
26 H 0.69 -1.08 -2.66  0.000
27 N 0.46 0.14 4.41  0.000
28 H 0.32 0.35 5.38  0.000
29 C 3.37 -0.13 1.10  0.001
30 H -2.54 -0.35 1.89  0.000
31 N 0.95 1.79 -2.47  0.000
32 C 0.18 2.14 -1.38  0.002
33 C -1.37 -0.92 -2.42  0.001
34 H -1.17 0.15 -2.56  0.000
35 H -0.70 3.65 -0.62  0.000
36 H 0.02 -2.42 -2.33  -0.001
37 Cu 0.12 -0.76 0.16  0.698
38 C -2.43 -1.19 -1.35  0.000
39 H 4.64 0.11 2.70  0.000
40 Br 0.27 -3.29 0.89  0.227
41 H -1.19 2.07 4.42  0.000
42 H -2.98 -1.88 1.18  0.000
43 N -0.87 1.73 3.53  0.000

Values from the calculation:
Max |F|, eV Å⁻¹: 3.15
Spin multiplicity: 2
Highest occupied orbital energy (alpha / beta), eV: -11.2 / -11.1
Electronic energy, Eh: -5179.1789
Total charge: +1
Frontier orbital gap (alpha / beta), eV: 9.02 / 6.97
Energy relative to the best compared isomer or geometry (same formula, charge and spin), kJ/mol: 88.56

***

No. 6
Below is 7 unconnected molecules or ions with the total composition ClH12O6, with properties calculated with ωB97M-V/def2-TZVPD.

Last column: Löwdin spin population.
Element x y z (Å)
1 O -9.70 3.42 13.80  0.001
2 O -9.98 6.56 14.28  0.012
3 O -7.95 7.81 11.79  0.008
4 H -7.15 5.17 11.09  0.005
5 Cl -6.86 5.60 13.93  0.927
6 H -10.48 3.97 13.90  0.000
7 H -9.04 6.67 14.13  0.004
8 H -10.26 7.40 14.65  0.000
9 O -4.51 7.42 12.90  0.009
10 O -6.96 4.30 10.73  0.028
11 H -4.92 4.44 15.47  0.000
12 O -4.59 4.09 16.31  0.004
13 H -3.97 4.75 16.61  0.000
14 H -7.72 7.13 12.42  0.001
15 H -5.08 6.75 13.29  0.002
16 H -4.79 7.48 11.99  0.000
17 H -8.97 4.04 13.73  -0.001
18 H -7.11 8.17 11.51  0.000
19 H -6.90 3.73 11.50  0.003

Values from the calculation:
Max |F|, eV Å⁻¹: 0.54
Spin multiplicity: 2
Highest occupied orbital energy (alpha / beta), eV: -11.5 / -11.5
Electronic energy, Eh: -918.7244
Total charge: 0
Frontier orbital gap (alpha / beta), eV: 11.40 / 5.16
Energy relative to the best compared isomer or geometry (same formula, charge and spin), kJ/mol: 0.00